# 1
78
Properties=species:S:1:pos:R:3:forces:R:3 method="wB97M-V/def2-TZVPD" charge=+1 multiplicity=5 energy_ev=-104693.0323 s2=6.052 relative_energy_kcal_mol=0.0 orbital_gap_ev="8.19 / 5.39"
Co 0.432506 -0.266578 -0.049172 0.092 -0.452 0.167
C -3.215601 0.386055 0.248736 -0.027 0.008 -0.086
Si -2.036230 0.270601 1.696801 -0.120 -0.031 0.308
C -1.166233 1.922204 1.933976 0.047 0.039 -0.057
C -3.087817 0.069589 3.237987 0.001 -0.006 0.036
C -0.778846 -1.109606 1.511674 0.124 0.471 -0.470
C 0.359220 -0.818853 2.397468 0.056 -0.007 0.254
C 0.614800 -1.307467 3.690508 -0.178 0.063 -0.085
C 1.686688 -0.816466 4.398692 0.117 0.101 0.035
C 2.520916 0.156422 3.835309 -0.075 -0.073 0.077
C 2.260389 0.556987 2.548393 -0.021 -0.154 -0.026
N 1.232816 0.056815 1.848629 0.154 -0.028 -0.152
Si -1.417351 -2.859194 1.423124 0.042 -0.035 0.011
C -2.647538 -3.320371 2.760522 -0.043 -0.007 0.022
C -2.302702 -3.087537 -0.229784 0.019 0.046 -0.048
C -0.010371 -4.083438 1.601763 0.078 -0.027 -0.045
H -3.989812 1.120273 0.486678 -0.015 -0.013 -0.002
H -3.711465 -0.568345 0.063346 -0.027 -0.007 -0.025
H -2.739505 0.702298 -0.680448 -0.014 -0.028 0.031
H -1.911550 2.721838 1.918509 0.006 0.005 0.028
H -0.398807 2.166375 1.196891 -0.001 0.027 -0.066
H -0.677086 1.938074 2.911472 -0.014 0.032 0.010
H -3.535228 1.021917 3.532757 0.026 0.017 -0.015
H -2.480518 -0.286683 4.074245 -0.041 0.008 0.025
H -3.902756 -0.638654 3.089375 0.001 -0.019 0.025
H -0.060162 -2.029109 4.130597 0.006 -0.011 -0.004
H 1.872342 -1.166516 5.406306 0.011 -0.008 -0.007
H 3.351197 0.576314 4.383600 -0.007 -0.002 0.014
H 2.882119 1.286957 2.043744 0.003 -0.014 -0.015
H -3.564375 -2.734344 2.701638 -0.023 -0.017 0.011
H -2.238970 -3.200157 3.766603 -0.008 0.016 -0.004
H -2.921029 -4.372764 2.644331 -0.001 -0.001 0.007
H -3.386208 -3.045130 -0.103421 -0.010 0.000 -0.032
H -2.062779 -4.060214 -0.668493 0.001 -0.023 0.013
H -2.014279 -2.298205 -0.929557 -0.040 -0.047 0.015
H 0.494991 -3.978524 2.564226 -0.016 -0.007 0.012
H 0.737405 -3.978990 0.816362 -0.001 -0.033 0.042
H -0.402822 -5.102390 1.551448 -0.011 0.002 0.014
C 2.674815 -1.126801 -3.842505 -0.004 -0.022 -0.018
N 1.368356 -1.744408 -3.871822 0.052 0.037 -0.003
C 0.662212 -1.975750 -5.133169 -0.012 -0.023 0.025
C -0.617692 -2.717071 -4.692489 0.034 0.010 0.016
N -0.456344 -2.760112 -3.242163 0.117 -0.253 -0.053
C 0.704262 -2.244936 -2.833305 -0.048 0.041 0.042
S 1.214609 -2.296501 -1.204468 0.116 0.084 -0.014
H 2.620520 -0.108933 -4.234091 0.016 -0.012 0.012
H 3.373667 -1.701604 -4.452313 -0.003 -0.002 -0.008
H 3.029674 -1.104656 -2.815652 -0.008 0.000 0.004
H 1.283128 -2.571983 -5.802843 0.001 0.000 -0.008
H 0.447979 -1.025026 -5.624217 -0.008 0.011 -0.002
H -0.676317 -3.721789 -5.108027 0.011 -0.001 -0.007
H -1.522136 -2.175242 -4.964940 -0.011 0.005 -0.002
H -1.021445 -3.310150 -2.615627 -0.049 0.076 0.006
C 0.534767 2.381133 -4.137698 0.094 0.013 -0.026
Si -0.062400 1.797447 -2.468111 -0.036 -0.089 0.085
C -0.983041 3.165003 -1.619742 0.053 0.094 0.071
C -1.173375 0.324547 -2.784162 0.016 -0.086 0.006
N 1.207910 1.156085 -1.366499 -0.400 0.050 -0.237
C 2.507394 1.436598 -1.392219 0.118 0.100 0.048
C 3.060916 2.511443 -2.166290 -0.043 -0.034 0.045
C 4.411762 2.739228 -2.198892 0.028 -0.041 0.044
C 5.283145 1.921751 -1.470212 0.001 0.011 -0.021
C 4.778337 0.882756 -0.682668 0.000 0.012 0.013
C 3.428609 0.646746 -0.628757 0.017 0.018 -0.018
H -0.307914 2.287853 -4.828045 -0.001 0.013 -0.014
H 1.360189 1.789950 -4.539940 -0.025 0.005 -0.004
H 0.835636 3.429572 -4.137506 -0.002 -0.004 -0.037
H -1.570443 3.700512 -2.370202 -0.020 0.003 0.021
H -0.306658 3.882655 -1.150492 -0.015 0.014 -0.015
H -1.668644 2.798869 -0.857341 -0.004 -0.016 0.063
H -2.202835 0.659584 -2.927276 -0.001 0.017 -0.048
H -1.196646 -0.427700 -1.987608 -0.039 0.091 -0.005
H -0.858150 -0.191583 -3.694477 -0.047 0.105 0.048
H 2.397197 3.169848 -2.706303 -0.003 -0.029 0.008
H 4.804770 3.559797 -2.783653 0.008 0.002 0.004
H 6.349045 2.101207 -1.509010 -0.002 0.006 0.010
H 5.453146 0.262988 -0.107480 0.016 -0.003 -0.018
H 3.047659 -0.167056 -0.026368 -0.011 0.013 -0.037



# 2
87
Properties=species:S:1:pos:R:3:forces:R:3 method="wB97M-V/def2-TZVPD" charge=-1 energy_ev=-101720.9835 orbital_gap_ev=7.16
C -4.219584 5.047838 4.986893 -0.540 0.184 0.443
O -4.002635 5.774760 3.799859 0.334 -0.060 0.144
C -2.690710 5.715949 3.263302 0.241 -0.105 -0.538
C -2.573938 4.821963 2.004900 0.150 0.247 -0.007
C -1.217851 4.084647 1.832379 -0.361 0.374 0.234
C -1.289776 2.548501 1.940261 0.386 0.729 -0.780
I -2.056907 2.217771 4.004981 -0.432 -0.173 0.318
O -2.096129 2.105774 0.927344 0.447 -0.289 0.958
P -1.357954 0.878499 -0.082548 -0.541 -1.236 -2.296
C -0.405481 -0.553027 -1.059279 0.615 -0.060 0.022
C 0.842902 -0.094987 -1.683520 -0.486 -0.012 -0.204
O 1.019693 0.747079 -2.496136 0.163 0.210 -0.167
F 1.995921 -0.793160 -1.268805 -0.110 -0.062 0.253
C -2.637753 -0.482161 0.441007 -0.032 -0.092 1.260
C -2.916363 -0.714554 1.906944 -0.267 0.149 -0.261
C -4.073402 -0.167704 2.459410 -0.231 -0.006 0.357
C -4.412997 -0.368636 3.793418 0.170 -0.445 0.278
C -3.597170 -1.146432 4.605302 0.104 0.144 -0.672
C -2.438861 -1.702956 4.057666 0.540 -0.399 0.698
C -1.574035 -2.574682 4.958080 -0.752 -0.246 -0.337
C -2.093645 -1.493396 2.734263 -0.520 0.435 -0.311
O -0.209412 0.588973 1.208493 0.659 0.148 0.256
C 0.117570 1.766997 1.833281 -0.289 1.756 0.166
N 0.953665 2.695535 1.041604 -0.351 -0.230 -0.498
C 0.874658 1.513733 3.138309 0.164 -1.771 -0.246
P 2.618168 1.001527 2.846100 0.893 1.283 -0.195
O 3.528265 2.108124 3.183504 -0.002 -0.242 -0.008
O 2.891909 -0.332892 3.743449 -0.814 0.400 -0.513
O 2.893147 0.552119 1.321018 -0.435 -0.623 0.943
H -3.301884 4.826280 5.534631 0.102 -0.027 -0.170
H -4.765999 4.114757 4.818180 0.200 -0.056 -0.172
H -4.847106 5.664729 5.643654 0.045 -0.010 -0.095
H -2.441241 6.745988 2.984138 0.014 -0.047 0.009
H -1.935689 5.405508 3.992711 -0.305 -0.096 0.265
H -2.677745 5.493089 1.147682 -0.144 -0.163 -0.052
H -3.414113 4.129161 1.948231 0.061 -0.058 0.157
H -0.861299 4.330851 0.834829 0.178 -0.370 0.007
H -0.483534 4.498803 2.532984 -0.007 -0.144 0.055
H -2.257437 1.128344 -1.192456 -0.072 0.085 0.266
H -0.498124 1.814328 -0.725240 0.156 0.178 0.650
H -0.149651 -1.328067 -0.334931 -0.215 -0.074 -0.092
H -1.021712 -0.971095 -1.863073 0.045 0.331 0.360
H -3.582303 -0.171548 -0.008459 0.139 0.159 -0.110
H -2.391220 -1.450350 0.000807 0.226 0.131 -0.166
H -4.737046 0.437980 1.852791 0.140 -0.003 -0.133
H -5.310320 0.058985 4.226945 -0.017 0.101 -0.197
H -3.834946 -1.338249 5.645048 -0.067 0.061 -0.004
H -0.850045 -3.138632 4.368971 0.240 0.205 0.144
H -1.112645 -2.011864 5.770075 0.207 0.031 -0.138
H -2.230129 -3.319764 5.421980 0.143 0.021 0.098
H -1.203785 -1.931524 2.294025 0.066 -0.044 0.182
H 1.450346 2.241095 0.291188 0.121 -0.042 0.109
H 1.560667 3.260534 1.616116 0.235 -0.146 -0.012
H 0.399745 0.678615 3.668896 -0.248 0.364 0.133
H 0.942148 2.388568 3.778881 -0.042 0.017 0.003
H 2.048682 -0.561600 4.156707 0.179 -0.292 0.166
H 2.385605 -0.249185 1.114096 0.023 0.118 -0.361
C 4.921089 -0.295156 -3.828314 -0.013 0.102 -0.032
C 3.649824 0.352136 -4.388654 0.070 -0.110 -0.033
C 3.772975 0.356868 -5.918511 -0.169 0.213 0.220
S 4.817989 -1.042740 -6.338994 -0.169 0.048 0.227
O 6.045534 -0.551988 -6.918357 -0.024 -0.111 -0.131
O 4.034811 -2.056753 -7.002078 0.146 -0.034 -0.168
C 5.147460 -1.554803 -4.656352 0.083 0.057 0.306
H 4.820794 -0.526255 -2.768715 -0.026 0.014 -0.002
H 5.768287 0.384764 -3.947378 0.030 -0.044 0.007
H 2.780854 -0.233037 -4.089308 -0.014 0.052 0.031
H 3.507175 1.358374 -4.001850 -0.087 -0.021 0.013
H 2.810157 0.236921 -6.408914 0.063 -0.058 -0.109
H 4.264208 1.257242 -6.283100 0.091 -0.080 -0.064
H 6.159627 -1.947579 -4.589020 -0.008 -0.037 -0.153
H 4.425280 -2.330709 -4.402219 -0.018 -0.008 -0.052
C 0.635998 -5.808720 -3.620096 0.063 0.067 -0.037
C 1.614978 -4.755295 -3.083555 -0.050 -0.033 0.028
C 1.200998 -3.401572 -3.672118 0.349 -0.064 0.094
S -0.568156 -3.505505 -3.971037 0.091 -0.017 0.156
O -0.802603 -3.430066 -5.390448 -0.102 0.067 0.022
O -1.264376 -2.646550 -3.047926 -0.192 -0.231 -0.415
C -0.755780 -5.208259 -3.450809 0.119 -0.312 0.048
H 0.728424 -6.755753 -3.089406 -0.004 0.001 -0.006
H 0.835245 -5.993718 -4.678125 -0.030 -0.009 0.002
H 1.549537 -4.717880 -1.994109 -0.020 0.011 -0.006
H 2.646058 -4.994598 -3.341133 0.001 0.013 -0.002
H 1.396089 -2.579196 -2.987170 -0.097 0.075 -0.042
H 1.684542 -3.210668 -4.629577 -0.109 0.009 -0.064
H -1.517356 -5.690167 -4.059281 -0.057 0.135 -0.031
H -1.060170 -5.200276 -2.404328 -0.023 0.065 -0.009



# 3
74
Properties=species:S:1:pos:R:3:forces:R:3 method="wB97M-V/def2-TZVPD" charge=+1 multiplicity=6 energy_ev=-83688.2961 s2=8.787 relative_energy_kcal_mol=22.8 orbital_gap_ev="6.16 / 3.51"
Fe -1.607877 -0.926757 2.008202 1.327 1.125 1.515
C 0.339085 1.961666 3.123321 -1.195 -0.220 -0.351
C -0.886482 2.019241 2.426999 0.984 -0.305 0.964
C -1.024614 0.338847 4.061288 0.306 1.162 -1.072
C 0.276240 0.905081 4.080067 -1.356 -0.040 -0.447
C -1.766400 1.020441 2.987399 1.230 -1.189 -0.078
C 1.448921 2.951395 3.053791 0.526 0.300 -0.049
H 1.477788 3.493615 2.101178 0.001 -0.114 0.157
H 2.425570 2.469640 3.190787 -0.151 0.106 -0.135
H 1.371243 3.710522 3.853339 -0.053 -0.262 -0.254
C 1.360774 0.529503 5.017194 0.342 -0.235 0.392
H 2.289737 1.068853 4.799577 -0.215 -0.129 0.093
H 1.586535 -0.546946 4.962009 -0.050 0.300 0.051
H 1.075092 0.756042 6.055830 0.147 -0.073 -0.174
C -1.645497 -0.476842 5.135162 -0.346 -0.637 0.205
H -2.553464 0.004436 5.524123 0.197 -0.006 0.046
H -0.951903 -0.624823 5.969486 -0.142 0.028 -0.118
H -1.948074 -1.473370 4.787542 0.055 0.039 0.217
C -3.222379 0.844779 2.697367 -0.019 0.961 0.666
H -3.814216 0.903476 3.621965 -0.056 -0.341 -0.271
H -3.457844 -0.130362 2.219002 -0.693 -0.211 -0.164
H -3.567811 1.654262 2.045687 -0.073 -0.415 -0.138
C -1.286007 3.033054 1.424575 -0.230 0.320 -0.528
H -2.258559 3.478718 1.677797 0.186 -0.002 -0.098
H -1.383928 2.605995 0.413526 -0.031 0.123 0.085
H -0.560829 3.852706 1.362445 -0.152 -0.170 0.041
C 2.728490 0.354787 -0.138656 0.656 0.562 0.612
C 2.657077 1.692279 -0.078288 0.235 -0.373 0.221
C 1.826993 2.632619 -0.904008 0.008 0.224 -0.207
C 1.262622 2.107615 -2.252183 0.300 1.252 -0.449
C -0.013334 1.362815 -2.144352 -0.160 -0.387 0.413
C -0.236501 0.132937 -1.614102 -1.129 -0.005 1.044
C 0.655204 -0.860488 -0.922170 0.358 -0.126 -0.190
C 2.147869 -0.587832 -1.145395 0.050 -0.655 0.538
H 2.409912 3.559698 -1.099935 -0.310 -0.593 0.019
H 2.022123 1.586854 -2.855335 -0.091 0.188 0.337
H 0.960298 2.956762 -0.293771 0.398 -0.077 -0.163
H 2.335265 -0.250062 -2.179244 0.005 -0.054 0.419
H 3.266875 -0.185367 0.655650 -0.064 0.553 -0.360
H 3.258623 2.218795 0.684144 -0.538 -0.511 -0.198
H 2.681989 -1.549758 -1.039623 -0.167 0.423 -0.104
H 0.431593 -0.913093 0.160797 0.236 0.287 -0.295
H -1.312057 -0.116325 -1.462005 0.944 0.355 -0.340
H 0.437519 -1.897438 -1.252289 -0.239 0.513 -0.080
H 0.983978 3.012105 -2.818495 0.415 -0.259 0.011
H -0.885385 1.937823 -2.486153 0.179 -0.453 0.199
P 0.791005 -0.794496 -3.791486 -0.971 -0.385 -1.960
C 2.227135 -1.625285 -4.562855 0.465 0.076 0.344
C 0.323502 0.424089 -5.085779 0.106 0.218 0.209
P -2.008321 -1.855595 -2.805784 -0.577 -0.512 -1.299
C -0.498595 -2.091938 -3.888833 0.276 -0.110 0.443
C -2.807528 -0.596286 -3.918119 -0.170 0.039 0.305
C -2.911078 -3.322386 -3.452431 0.198 -0.055 0.010
H 2.320956 -2.643341 -4.164331 0.060 0.297 -0.060
H 3.145479 -1.062764 -4.343263 -0.187 -0.223 -0.133
H 2.080408 -1.663184 -5.649637 -0.029 -0.024 0.239
H 0.447566 -0.046158 -6.067967 -0.047 0.082 0.168
H 0.987553 1.297598 -5.025217 -0.149 -0.240 -0.067
H -0.710268 0.769426 -4.970548 0.307 -0.148 0.049
H -2.754364 -3.426238 -4.533644 -0.197 -0.066 0.212
H -3.978905 -3.203337 -3.239335 0.195 -0.150 -0.015
H -2.525005 -4.211220 -2.939652 -0.236 0.072 -0.154
H -0.027911 -3.053921 -3.618915 -0.118 0.363 -0.098
H -0.809546 -2.136041 -4.948171 0.111 -0.064 0.337
H -3.893910 -0.680246 -3.779850 0.253 0.185 -0.058
H -2.569592 -0.795506 -4.971516 -0.156 0.030 0.229
H -2.494179 0.425159 -3.665591 -0.169 -0.214 -0.046
C 1.204955 -3.282168 3.871757 -0.014 -0.130 0.095
C 0.551908 -2.403268 2.827921 0.895 0.650 -0.624
O 1.241655 -1.663542 2.093106 -1.340 -0.813 0.703
O -0.754846 -2.461886 2.785353 0.138 -0.126 -0.533
H 0.930823 -4.333088 3.732346 -0.154 0.218 0.025
H 0.866545 -2.971045 4.867896 -0.026 -0.114 -0.209
H 2.290305 -3.211230 3.830299 -0.087 0.162 -0.095